Formula: C24H31N3O
Source: the Open Molecules 2025 dataset
Level of theory: ωB97M-V with the def2-TZVPD basis set

The orbital gap is 8.16 eV. For the energy above the lowest of the compared OMol25 structures with the same formula, charge and spin, the calculation gives 20.0 kJ/mol. The structure (SMILES) is CC(C)c1c(CN(C)[C@H](C)Cc2ccccc2)n(C)n(-c2ccccc2)c1=O. The HOMO energy comes out at -7.5 eV. As for the max |F|: 0.55 eV Å⁻¹. As for the charge: 0. The calculation puts the energy at -31908.8008 eV.

Each line ends with the Mulliken charge.
CARTESIAN COORDINATES (ANGSTROEM)
1 C -0.0763 4.3776 0.3142  -1.71
2 C 0.6641 3.0744 0.6265  0.64
3 C 0.8598 2.9325 2.1369  -1.46
4 C -0.1216 1.9111 0.0988  -0.39
5 C 0.2041 1.0113 -0.8774  0.70
6 C 1.4574 0.8780 -1.6801  -1.97
7 N 2.2321 -0.2706 -1.2302  0.98
8 C 3.1178 -0.7730 -2.2577  -1.29
9 C 2.8466 -0.0409 0.0744  1.42
10 C 4.1832 0.7109 0.0327  -1.92
11 C 2.9994 -1.3700 0.8355  -1.81
12 C 1.6814 -2.0728 0.9879  0.91
13 C 0.6905 -1.5368 1.8037  -0.06
14 C -0.5159 -2.1894 1.9748  -0.45
15 C -0.7508 -3.3945 1.3314  -0.40
16 C 0.2208 -3.9292 0.5035  -0.79
17 C 1.4262 -3.2689 0.3312  -0.50
18 N -0.8339 0.1590 -1.0914  -0.24
19 C -0.8202 -1.0594 -1.8422  -0.83
20 N -1.8345 0.4813 -0.1905  0.89
21 C -3.1443 -0.0233 -0.2513  -0.12
22 C -3.4075 -1.3761 -0.0580  0.29
23 C -4.7122 -1.8337 -0.1012  -0.84
24 C -5.7565 -0.9516 -0.3244  -0.46
25 C -5.4952 0.3982 -0.4900  -0.76
26 C -4.1952 0.8655 -0.4572  -0.40
27 C -1.4582 1.6038 0.5470  0.63
28 O -2.1770 2.1301 1.3825  -0.74
29 H -1.0525 4.3599 0.7920  0.32
30 H 0.4842 5.2334 0.6863  0.46
31 H -0.2146 4.4913 -0.7595  0.37
32 H 1.6470 3.0953 0.1398  0.18
33 H -0.1104 2.8717 2.6220  0.32
34 H 1.3981 3.7905 2.5333  0.44
35 H 1.4241 2.0317 2.3707  0.27
36 H 1.1965 0.7221 -2.7309  0.73
37 H 2.0270 1.8186 -1.6182  0.36
38 H 3.8234 -0.0218 -2.6422  0.39
39 H 3.6849 -1.6150 -1.8681  0.28
40 H 2.5146 -1.1317 -3.0932  0.35
41 H 2.1289 0.5684 0.6309  -0.80
42 H 4.4726 1.0025 1.0389  0.46
43 H 4.9723 0.0899 -0.3850  0.38
44 H 4.0964 1.6150 -0.5671  0.38
45 H 3.4039 -1.1432 1.8257  0.48
46 H 3.7119 -2.0179 0.3218  0.46
47 H 0.8655 -0.6048 2.3210  0.32
48 H -1.2730 -1.7627 2.6161  0.38
49 H -1.6834 -3.9194 1.4830  0.44
50 H 0.0437 -4.8672 -0.0035  0.37
51 H 2.1813 -3.6976 -0.3123  0.35
52 H -0.3192 -0.8847 -2.7928  0.32
53 H -1.8460 -1.3676 -2.0417  0.59
54 H -0.2891 -1.8563 -1.3115  0.02
55 H -2.5950 -2.0563 0.1462  0.45
56 H -4.9155 -2.8833 0.0533  0.41
57 H -6.7736 -1.3122 -0.3579  0.40
58 H -6.3067 1.0917 -0.6520  0.38
59 H -3.9810 1.9162 -0.5746  0.43